[1]
Below is a molecular structure, C21H16N5O3S5Tl, with properties calculated with the ωB97M-V functional and the def2-TZVPD basis.

Properties
E, Ha: -3472.92610
F_max, eV/A: 0.950
HOMO-LUMO gap, eV: 4.9750
HOMO energy, eV: -0.775
Charge: -2

Each line ends with the Mulliken charge.
Element x y z (Å)
1 Tl -0.313 -1.487 0.786  0.59
2 O -2.727 2.611 2.323  -0.70
3 C -2.086 1.587 2.110  0.13
4 N -0.777 1.485 1.772  -0.06
5 C -0.069 2.631 1.665  0.06
6 O -0.456 3.799 1.745  -0.74
7 C 1.440 2.448 1.494  0.49
8 C 2.212 3.587 1.263  -0.47
9 C 3.584 3.469 1.145  -0.34
10 C 4.157 2.211 1.262  -0.48
11 C 3.317 1.131 1.483  -0.35
12 N 1.999 1.247 1.599  -0.21
13 C -2.828 0.277 2.427  0.41
14 C -4.211 0.361 2.587  -0.47
15 C -4.912 -0.740 3.046  -0.19
16 C -4.225 -1.917 3.305  -0.75
17 C -2.862 -1.936 3.073  -0.20
18 N -2.181 -0.870 2.668  -0.31
19 H 1.709 4.538 1.170  0.41
20 H 4.197 4.345 0.967  0.39
21 H 5.227 2.069 1.179  0.37
22 H 3.710 0.123 1.574  0.43
23 H -4.700 1.297 2.360  0.40
24 H -5.980 -0.676 3.216  0.38
25 H -4.735 -2.799 3.671  0.37
26 H -2.274 -2.836 3.223  0.49
27 O 1.550 -8.621 -1.649  -0.69
28 C 1.254 -7.497 -1.278  0.56
29 S 2.055 -6.035 -1.811  -0.23
30 C 1.086 -4.840 -0.906  -0.02
31 C 0.098 -5.347 -0.126  -0.12
32 S -1.063 -4.556 0.858  -0.51
33 S -0.030 -7.135 -0.144  -0.21
34 S 1.562 -3.196 -1.135  -0.44
35 C 2.316 -0.330 -3.370  -1.19
36 C 1.107 0.433 -2.940  0.97
37 C 0.960 1.787 -3.075  -0.88
38 C -0.261 2.369 -2.676  1.07
39 N -1.271 1.640 -2.251  -0.50
40 C -1.121 0.319 -2.069  -0.15
41 S -2.346 -0.657 -1.492  -0.30
42 N 0.087 -0.275 -2.414  0.10
43 C -0.458 3.849 -2.653  -1.17
44 H 3.151 0.342 -3.549  0.36
45 H 2.091 -0.882 -4.284  0.26
46 H 2.581 -1.070 -2.616  0.23
47 H 1.753 2.390 -3.492  0.33
48 H 0.222 -1.276 -2.193  -0.01
49 H 0.208 4.363 -3.348  0.36
50 H -0.256 4.180 -1.630  0.19
51 H -1.496 4.094 -2.870  0.35

=====

[2]
Below is a molecular structure, C45H46BiClN6O2, with properties calculated with the ωB97M-V functional and the def2-TZVPD basis.

Properties
E, Ha: -2896.20026
F_max, eV/A: 0.634
HOMO-LUMO gap, eV: 7.0195
HOMO energy, eV: -7.209
Charge: 0

Each line ends with the Mulliken charge.
Element x y z (Å)
1 Bi 0.009 -0.571 -0.572  2.52
2 C 2.023 0.597 4.389  -1.46
3 N 1.980 -0.150 3.145  1.26
4 C 3.113 0.145 2.276  0.09
5 C 3.254 1.607 1.857  -1.48
6 C 2.075 2.126 1.032  -0.23
7 N 2.017 1.536 -0.287  0.16
8 C 2.160 2.289 -1.300  -0.74
9 C 2.055 1.919 -2.701  0.92
10 C 2.358 2.923 -3.633  -0.88
11 C 2.279 2.728 -4.994  -0.90
12 C 1.906 1.470 -5.473  -0.66
13 C 1.603 0.461 -4.589  -0.42
14 C 1.627 0.650 -3.185  -0.36
15 O 1.301 -0.367 -2.439  -0.09
16 C 1.907 -1.590 3.387  -0.60
17 C 0.545 -2.065 3.911  -0.37
18 C 0.026 -3.356 3.245  -1.31
19 N -0.851 -3.027 2.150  0.25
20 C -2.055 -3.418 2.186  -0.82
21 C -3.090 -3.060 1.215  0.97
22 C -4.261 -3.818 1.151  -0.62
23 C -5.282 -3.505 0.273  -0.88
24 C -5.156 -2.380 -0.540  -0.70
25 C -4.032 -1.585 -0.470  -0.51
26 C -2.964 -1.900 0.397  -0.28
27 O -1.922 -1.130 0.487  0.12
28 H 3.007 0.534 4.884  0.28
29 H 1.270 0.208 5.073  0.44
30 H 1.791 1.645 4.200  0.29
31 H 2.977 -0.433 1.361  -1.09
32 H 4.060 -0.169 2.754  0.46
33 H 4.165 1.692 1.261  0.49
34 H 3.372 2.245 2.735  0.48
35 H 2.145 3.223 0.973  0.68
36 H 1.147 1.858 1.546  -0.39
37 H 2.390 3.357 -1.145  0.17
38 H 2.659 3.895 -3.255  0.38
39 H 2.495 3.534 -5.682  0.40
40 H 1.853 1.284 -6.539  0.44
41 H 1.316 -0.523 -4.941  0.48
42 H 2.702 -1.909 4.085  0.38
43 H 2.108 -2.079 2.433  0.04
44 H -0.187 -1.284 3.715  0.03
45 H 0.596 -2.231 4.989  0.41
46 H -0.482 -3.974 4.003  0.58
47 H 0.869 -3.932 2.850  0.38
48 H -2.409 -4.070 3.005  0.21
49 H -4.357 -4.687 1.793  0.40
50 H -6.172 -4.118 0.235  0.40
51 H -5.948 -2.136 -1.239  0.44
52 H -3.936 -0.693 -1.078  0.31
53 C -1.565 -3.509 -1.651  -0.95
54 C -1.721 -2.456 -2.703  0.82
55 C -2.184 -2.873 -3.950  -1.08
56 C -2.509 -1.948 -4.907  -1.11
57 C -2.394 -0.609 -4.582  -1.00
58 C -1.861 -0.231 -3.358  0.39
59 N -1.490 -1.160 -2.439  1.79
60 C -1.823 1.231 -3.085  0.74
61 C -1.840 2.128 -4.150  -1.06
62 C -1.871 3.478 -3.874  -1.37
63 C -1.916 3.901 -2.562  -0.88
64 C -1.914 2.948 -1.545  0.91
65 N -1.856 1.639 -1.817  0.37
66 C -2.038 3.359 -0.119  0.45
67 C -2.435 4.647 0.228  -1.19
68 C -2.590 4.960 1.570  -0.63
69 C -2.357 3.986 2.517  -0.97
70 C -1.967 2.713 2.090  0.76
71 C -1.741 1.622 3.092  -0.94
72 N -1.796 2.425 0.804  0.44
73 H -0.889 -4.288 -2.000  0.67
74 H -2.542 -3.967 -1.479  0.48
75 H -1.212 -3.100 -0.715  -0.92
76 H -2.291 -3.933 -4.136  0.54
77 H -2.887 -2.249 -5.874  0.46
78 H -2.741 0.145 -5.270  0.56
79 H -1.776 1.795 -5.172  0.38
80 H -1.835 4.196 -4.682  0.38
81 H -1.934 4.957 -2.335  0.33
82 H -2.642 5.399 -0.520  0.31
83 H -2.901 5.955 1.863  0.42
84 H -2.481 4.186 3.573  0.46
85 H -2.633 1.508 3.712  0.57
86 H -0.904 1.882 3.743  0.25
87 H -1.540 0.690 2.571  -0.32
88 Cl 1.482 -3.415 -3.461  -0.21
89 C 2.767 -2.733 -2.526  0.52
90 C 3.960 -2.501 -3.188  -0.46
91 C 5.050 -2.001 -2.497  -0.67
92 C 4.940 -1.779 -1.135  -0.75
93 C 3.739 -2.010 -0.491  0.00
94 C 2.594 -2.458 -1.160  0.19
95 C 1.310 -2.568 -0.426  -1.29
96 H 4.033 -2.712 -4.246  0.42
97 H 5.977 -1.805 -3.018  0.38
98 H 5.794 -1.430 -0.568  0.40
99 H 3.678 -1.851 0.578  0.50
100 H 1.474 -2.633 0.646  -0.16
101 H 0.719 -3.409 -0.759  1.05

=====

[3]
Below is a molecular structure, C2ErF5NO4S2 at a distorted geometry, with properties calculated with the ωB97M-V functional and the def2-TZVPD basis.

Properties
Expectation value of S²: 3.753
E, Ha: -2742.19156
Spin multiplicity: 4
F_max, eV/A: 7.908
HOMO-LUMO gap (alpha / beta), eV: 3.8940 / 3.9803
HOMO energy (alpha / beta), eV: -11.269 / -11.272
Charge: +1

Each line ends with the Mulliken charge.
Element x y z (Å)
1 Er 0.895 -0.843 -2.728  1.66
2 N -0.047 -0.117 0.756  -0.11
3 S 0.140 1.387 -0.058  1.30
4 O 1.035 2.156 0.798  -0.58
5 O 0.655 0.994 -1.419  -0.51
6 C -1.417 2.376 -0.421  -0.15
7 F -2.388 1.432 -0.628  -0.20
8 F -1.764 2.941 0.777  -0.16
9 S 0.219 -1.593 0.020  0.67
10 O -0.733 -1.573 -1.171  -0.57
11 O 1.587 -1.619 -0.647  -0.55
12 C 0.087 -0.799 2.294  0.78
13 F -1.212 -1.056 2.490  -0.16
14 F 0.211 -0.010 3.385  -0.23
15 F 1.345 -1.240 2.358  -0.19

=====

[4]
Below is a molecular structure, C17H26BFeN8OS3, with properties calculated with the ωB97M-V functional and the def2-TZVPD basis.

Properties
Expectation value of S²: 6.008
E, Ha: -3659.76526
Spin multiplicity: 5
F_max, eV/A: 0.878
HOMO-LUMO gap (alpha / beta), eV: 8.6549 / 8.1859
HOMO energy (alpha / beta), eV: -10.836 / -10.835
Charge: +1

Each line ends with the Mulliken charge.
Element x y z (Å)
1 Fe 0.226 0.287 -0.500  0.47
2 C 4.392 -0.617 0.519  -1.25
3 C 3.167 -0.065 0.884  -0.08
4 N 2.288 -0.204 -0.109  -0.34
5 N 2.920 -0.839 -1.116  0.44
6 C 4.185 -1.099 -0.761  -0.02
7 B 2.221 -1.185 -2.450  0.18
8 N 1.719 0.134 -3.083  0.43
9 C 2.139 0.672 -4.234  -0.08
10 C 1.528 1.901 -4.398  -1.27
11 C 0.737 2.040 -3.262  -0.02
12 N 0.854 0.969 -2.474  -0.49
13 N 1.029 -2.106 -2.145  0.41
14 C 0.858 -3.386 -2.506  -0.11
15 C -0.291 -3.860 -1.903  -1.16
16 C -0.769 -2.777 -1.167  -0.07
17 N 0.036 -1.728 -1.319  -0.28
18 H 5.296 -0.668 1.099  0.41
19 H 2.876 0.406 1.808  0.44
20 H 4.854 -1.609 -1.433  0.46
21 H 2.991 -1.714 -3.186  -0.10
22 H 2.832 0.152 -4.873  0.45
23 H 1.655 2.600 -5.206  0.41
24 H 0.096 2.867 -2.997  0.52
25 H 1.558 -3.879 -3.159  0.45
26 H -0.712 -4.846 -1.984  0.40
27 H -1.648 -2.710 -0.546  0.45
28 C 2.024 1.800 5.004  -1.21
29 C 0.603 1.298 4.801  -0.45
30 S 0.530 0.110 3.409  0.08
31 O 0.219 2.151 0.907  -0.75
32 C -0.676 -1.097 4.039  -0.71
33 C -2.077 -0.528 4.206  -0.96
34 H 2.039 2.575 5.771  0.38
35 H 2.423 2.219 4.078  0.29
36 H 2.676 0.987 5.321  0.31
37 H -0.080 2.117 4.580  0.31
38 H 0.249 0.766 5.684  0.37
39 H -0.283 -1.486 4.977  0.39
40 H -0.667 -1.898 3.299  0.35
41 H -2.122 0.171 5.041  0.31
42 H -2.783 -1.337 4.405  0.38
43 H -2.393 -0.011 3.300  0.17
44 S -0.573 4.610 1.698  -0.30
45 C -0.131 3.207 1.240  1.02
46 S -2.382 0.326 0.043  -0.31
47 C -2.957 1.735 -0.658  0.14
48 N -4.230 2.131 -0.626  -0.16
49 C -4.431 3.446 -1.229  -0.52
50 C -3.083 3.688 -1.928  -0.53
51 N -2.233 2.661 -1.322  0.40
52 H -4.918 1.679 -0.048  0.23
53 H -4.628 4.200 -0.465  0.29
54 H -5.267 3.431 -1.925  0.31
55 H -2.689 4.683 -1.730  0.34
56 H -3.159 3.546 -3.007  0.31
57 H -1.345 2.411 -1.720  -0.12

=====

[5]
Below is a gas-phase ion, C4H10N3O (charge +1) at a distorted geometry, with properties calculated with the ωB97M-V functional and the def2-TZVPD basis.

Properties
Expectation value of S²: 2.008
E, Ha: -397.48749
Spin multiplicity: 3
F_max, eV/A: 8.315
HOMO-LUMO gap (alpha / beta), eV: 7.6584 / 5.0932
HOMO energy (alpha / beta), eV: -10.687 / -13.436
Charge: +1

Each line ends with the Mulliken charge.
Element x y z (Å)
1 C 0.454 -0.203 1.880  0.59
2 C -0.727 -0.856 1.086  -0.82
3 C -0.358 -0.847 -0.422  -0.43
4 C -0.239 0.500 -0.954  -0.33
5 N 0.736 -0.452 3.167  -0.41
6 N 0.585 0.786 -1.951  0.16
7 N 0.709 2.001 -2.650  -0.51
8 O 1.132 0.500 1.176  -0.50
9 H -1.026 -1.880 1.359  0.39
10 H -1.690 -0.412 1.309  0.40
11 H 0.640 -1.402 -0.392  0.30
12 H -1.076 -1.440 -0.980  0.37
13 H -0.909 1.414 -0.577  0.33
14 H 1.460 0.086 3.525  0.26
15 H 1.381 2.747 -2.335  0.34
16 H 1.021 1.709 -3.553  0.30
17 H 0.053 -0.832 3.854  0.24
18 H 1.090 0.004 -2.349  0.32